Arrangement 1

Molecular formula: C2H5N2O2
Method: DFT, ωB97M-V/def2-TZVPD

```
11
Properties=species:S:1:pos:R:3:mulliken_charge:R:1
N 0.548 -0.977 -0.411 -0.49
C 1.421 0.040 -0.270 0.24
N 2.678 -0.060 -0.089 -0.77
H 0.927 -1.827 -0.052 0.20
H -0.436 -0.716 -0.444 0.30
H 0.873 0.852 0.253 0.23
H 3.307 0.712 0.010 0.22
O -1.473 1.253 -0.277 -0.67
C -2.342 0.503 0.216 0.06
O -2.417 -0.748 0.147 -0.72
H -3.086 0.967 0.918 0.39
```

Properties
Net charge: -1
Highest occupied orbital energy: -4.616 eV
Orbital gap: 9.0 eV



Arrangement 2

Molecular formula: C2H5N2O2
Method: DFT, ωB97M-V/def2-TZVPD

```
11
Properties=species:S:1:pos:R:3:mulliken_charge:R:1
N -0.366 0.799 -0.039 -0.54
C -1.697 0.480 0.285 0.10
N -2.727 0.586 -0.448 -0.74
H -0.464 1.184 -1.063 0.27
H 0.419 0.180 0.446 0.44
H -1.844 -0.168 1.147 0.28
H -3.359 -0.214 -0.308 0.21
O 1.532 -1.000 0.744 -0.72
C 2.499 -0.751 -0.019 0.04
O 2.637 0.342 -0.725 -0.71
H 3.370 -1.438 -0.020 0.38
```

Properties
Net charge: -1
Highest occupied orbital energy: -4.656 eV
Orbital gap: 9.0 eV



The structure with the most favorable energy is arrangement 1; the runner-up is 8.1 kcal/mol above it.



Arrangement 1

Molecular formula: CH2NO2S2
Method: DFT, ωB97M-V/def2-TZVPD

```
8
Properties=species:S:1:pos:R:3:mulliken_charge:R:1
N -0.041 -0.315 -0.039 -0.36
C -1.262 -0.850 -0.071 0.18
S -1.642 -2.417 0.281 -0.47
S -2.584 0.615 0.205 0.50
O -1.666 1.648 0.768 -0.69
O -3.070 1.214 -1.046 -0.60
H 0.926 -0.659 -0.027 0.19
H -0.057 0.750 0.025 0.25
```

Properties
Net charge: -1
Structure (SMILES): NC([S-])=S(=O)=O
Highest occupied orbital energy: -3.688 eV
Orbital gap: 7.3 eV



Arrangement 2

Molecular formula: CH2NO2S2
Method: DFT, ωB97M-V/def2-TZVPD

```
8
Properties=species:S:1:pos:R:3:mulliken_charge:R:1
N -0.315 0.578 -0.951 -0.41
C -0.059 -0.704 -0.375 0.17
S -0.726 -2.144 -0.934 -0.42
S 0.832 -0.365 1.323 0.47
O 1.379 0.967 1.081 -0.67
O -0.422 -0.244 2.130 -0.61
H -0.953 0.570 -1.724 0.19
H 0.262 1.340 -0.550 0.28
```

Properties
Net charge: -1
Structure (SMILES): NC([S-])=S(=O)=O
Highest occupied orbital energy: -3.697 eV
Orbital gap: 7.3 eV



The structure with the most favorable energy is arrangement 2; the runner-up is 5.0 kcal/mol above it.



Arrangement 1

Molecular formula: C36H60O30
Method: DFT, ωB97M-V/def2-TZVPD

```
126
Properties=species:S:1:pos:R:3:mulliken_charge:R:1
C -6.272 -12.674 3.763 -1.40
C -6.900 -11.361 3.222 0.46
C -7.039 -10.353 4.339 -0.42
O -6.388 -9.207 3.808 -0.33
C -5.829 -9.406 2.675 0.65
O -5.116 -8.627 2.132 -0.52
O -6.065 -10.746 2.257 -0.36
H -6.858 -13.267 4.465 0.39
H -5.256 -12.588 4.148 0.34
H -6.255 -13.455 3.003 0.36
H -7.890 -11.567 2.816 0.23
H -6.379 -10.530 5.188 0.28
H -8.083 -10.275 4.643 0.31
C -3.712 -6.033 9.206 -1.39
C -2.803 -4.924 8.802 0.53
C -2.984 -4.409 7.369 -0.49
O -2.636 -3.046 7.413 -0.32
C -2.855 -2.638 8.687 0.67
O -2.874 -1.503 9.034 -0.54
O -3.137 -3.676 9.456 -0.35
H -3.494 -7.026 8.813 0.37
H -4.712 -5.844 8.815 0.33
H -3.790 -6.164 10.285 0.35
H -1.761 -5.045 9.101 0.28
H -4.025 -4.375 7.046 0.28
H -2.331 -4.813 6.596 0.28
C -8.324 -2.584 -2.019 -1.35
C -8.144 -1.615 -3.198 0.39
C -7.923 -0.148 -2.947 -0.46
O -6.797 0.254 -3.748 -0.30
C -6.234 -0.854 -4.191 0.65
O -5.255 -0.910 -4.901 -0.56
O -6.876 -1.969 -3.705 -0.32
H -9.198 -2.375 -1.402 0.38
H -7.480 -2.444 -1.343 0.35
H -8.425 -3.580 -2.449 0.33
H -8.907 -1.718 -3.969 0.29
H -7.649 -0.023 -1.899 0.28
H -8.831 0.405 -3.185 0.30
C 4.197 -4.848 3.028 -1.48
C 4.293 -5.091 1.537 0.51
C 5.596 -4.608 0.843 -0.37
O 6.066 -5.836 0.272 -0.33
C 5.273 -6.887 0.478 0.67
O 5.531 -8.031 0.117 -0.55
O 4.224 -6.483 1.277 -0.37
H 4.012 -3.799 3.261 0.39
H 5.169 -4.951 3.511 0.36
H 3.470 -5.484 3.533 0.34
H 3.421 -4.589 1.117 0.23
H 6.161 -4.094 1.621 0.32
H 5.265 -3.914 0.071 0.27
C 2.038 10.564 -1.094 -1.47
C 2.540 11.083 0.170 0.57
C 1.632 10.980 1.461 -0.35
O 2.528 10.274 2.370 -0.33
C 3.696 9.980 1.826 0.69
O 4.657 9.471 2.462 -0.60
O 3.704 10.329 0.537 -0.35
H 1.173 11.164 -1.378 0.37
H 1.837 9.493 -1.100 0.36
H 2.845 10.608 -1.824 0.36
H 2.840 12.117 0.000 0.21
H 0.718 10.408 1.302 0.27
H 1.462 11.907 2.009 0.26
C -1.386 5.493 5.676 -1.31
C -1.963 6.310 6.875 0.35
C -1.238 6.049 8.211 -0.41
O -0.982 7.382 8.662 -0.32
C -1.136 8.251 7.737 0.70
O -0.689 9.384 7.785 -0.59
O -1.707 7.712 6.671 -0.35
H -0.296 5.514 5.658 0.34
H -1.830 5.796 4.728 0.33
H -1.638 4.445 5.837 0.38
H -3.037 6.140 6.963 0.28
H -0.259 5.606 8.025 0.28
H -1.844 5.395 8.837 0.32
C 5.676 5.085 -8.664 -0.58
O 4.329 4.605 -8.793 -0.32
C 3.251 5.271 -8.265 0.77
O 3.352 6.393 -7.774 -0.57
O 2.184 4.527 -8.423 -0.28
C 0.899 5.063 -8.023 -0.68
H 5.734 5.968 -9.300 0.27
H 6.410 4.399 -9.085 0.22
H 5.902 5.226 -7.607 0.27
H 0.832 5.320 -6.965 0.29
H 0.051 4.402 -8.201 0.29
H 0.583 6.025 -8.428 0.31
C -0.833 0.519 -0.090 -0.65
O -0.111 1.434 -0.909 -0.29
C 1.180 1.795 -0.545 0.77
O 1.830 1.424 0.440 -0.57
O 1.591 2.728 -1.384 -0.28
C 2.901 3.326 -1.178 -0.64
H -1.897 0.743 -0.161 0.26
H -0.737 0.767 0.967 0.31
H -0.575 -0.486 -0.425 0.27
H 3.134 4.000 -2.002 0.24
H 3.650 2.538 -1.258 0.29
H 3.077 3.802 -0.213 0.29
C 9.443 8.121 -3.537 -0.60
O 9.834 6.810 -3.107 -0.31
C 10.738 6.574 -2.110 0.75
O 11.169 7.459 -1.412 -0.54
O 11.216 5.339 -2.154 -0.30
C 12.165 4.902 -1.143 -0.66
H 9.021 8.762 -2.763 0.28
H 8.671 7.869 -4.265 0.21
H 10.271 8.578 -4.079 0.29
H 13.165 5.320 -1.252 0.30
H 12.402 3.856 -1.338 0.26
H 11.864 4.988 -0.098 0.30
C -2.878 -9.175 -10.685 -0.64
O -2.537 -8.984 -9.309 -0.28
C -3.040 -7.997 -8.567 0.75
O -3.964 -7.165 -8.918 -0.59
O -2.409 -8.034 -7.351 -0.27
C -2.374 -6.915 -6.573 -0.65
H -2.538 -8.347 -11.308 0.30
H -3.938 -9.103 -10.928 0.31
H -2.510 -10.150 -11.003 0.24
H -1.429 -6.794 -6.042 0.25
H -3.117 -6.889 -5.776 0.26
H -2.496 -6.025 -7.190 0.33
```

Properties
Net charge: 0
Structure (SMILES): C[C@H]1COC(=O)O1.C[C@H]1COC(=O)O1.C[C@H]1COC(=O)O1.C[C@H]1COC(=O)O1.C[C@H]1COC(=O)O1.C[C@H]1COC(=O)O1.COC(=O)OC.COC(=O)OC.COC(=O)OC.COC(=O)OC
Highest occupied orbital energy: -10.461 eV
Orbital gap: 10.7 eV



Arrangement 2

Molecular formula: C36H60O30
Method: DFT, ωB97M-V/def2-TZVPD

```
126
Properties=species:S:1:pos:R:3:mulliken_charge:R:1
C 10.979 2.808 -18.640 -1.79
C 10.682 3.001 -17.216 2.98
C 9.769 1.964 -16.604 -0.45
O 10.394 1.590 -15.445 -0.06
C 11.615 2.040 -15.429 0.23
O 12.446 1.842 -14.536 -0.18
O 11.887 2.818 -16.457 -0.42
H 11.250 1.762 -18.966 0.24
H 11.810 3.428 -18.883 0.45
H 10.103 3.047 -19.213 0.20
H 10.212 3.976 -17.016 -0.78
H 9.773 1.126 -17.227 0.20
H 8.770 2.364 -16.448 -0.38
C 14.799 4.997 -15.363 -1.34
C 13.701 5.935 -15.832 0.96
C 12.394 5.918 -15.009 0.96
O 12.378 7.236 -14.513 -0.35
C 13.304 8.012 -15.105 0.50
O 13.321 9.242 -14.973 -0.62
O 14.138 7.280 -15.866 -0.38
H 15.072 5.079 -14.290 0.32
H 15.627 5.170 -16.006 0.48
H 14.465 3.917 -15.376 0.06
H 13.397 5.646 -16.917 0.05
H 12.387 5.173 -14.262 -0.04
H 11.471 5.831 -15.619 -0.66
C 10.229 9.647 -15.599 -1.46
C 9.468 8.562 -16.388 0.64
C 8.711 9.027 -17.704 -0.49
O 8.897 7.895 -18.553 -0.33
C 9.933 7.187 -18.046 0.39
O 10.486 6.245 -18.637 -0.61
O 10.375 7.634 -16.880 0.14
H 9.544 10.427 -15.232 0.44
H 10.995 10.184 -16.178 0.36
H 10.735 9.132 -14.705 0.24
H 8.677 8.172 -15.735 0.06
H 9.199 9.857 -18.154 0.33
H 7.670 9.245 -17.483 0.34
C 5.013 -1.745 -20.548 -1.20
C 5.154 -0.305 -20.993 0.47
C 4.673 0.721 -19.964 -0.83
O 5.901 1.326 -19.365 0.22
C 6.899 0.918 -20.025 0.34
O 8.090 1.257 -19.839 -0.57
O 6.556 0.050 -20.988 -0.36
H 3.961 -2.026 -20.364 0.36
H 5.589 -1.883 -19.624 0.18
H 5.401 -2.420 -21.339 0.38
H 4.599 -0.211 -21.944 0.30
H 4.002 0.293 -19.221 0.32
H 4.189 1.555 -20.398 0.45
C 13.822 -0.658 -12.269 -1.29
C 12.693 -0.521 -11.227 0.61
C 12.883 -1.397 -10.010 -0.57
O 13.364 -0.516 -9.012 -0.37
C 13.268 0.716 -9.445 0.56
O 13.578 1.718 -8.816 -0.62
O 12.744 0.736 -10.609 -0.08
H 14.818 -0.606 -11.770 0.42
H 13.852 0.058 -13.133 -0.10
H 13.797 -1.655 -12.678 0.48
H 11.659 -0.654 -11.592 0.27
H 13.626 -2.218 -10.176 0.28
H 11.935 -1.701 -9.618 0.34
C 5.015 -0.920 -15.243 -1.37
C 5.735 -1.286 -16.466 1.38
C 7.144 -0.658 -16.419 0.39
O 7.937 -1.787 -16.095 -0.26
C 7.317 -2.885 -16.244 0.45
O 7.901 -3.981 -16.231 -0.63
O 5.994 -2.721 -16.488 -0.41
H 4.798 0.150 -15.269 0.27
H 5.614 -1.119 -14.378 0.39
H 4.045 -1.484 -15.122 0.35
H 5.210 -0.960 -17.340 -0.41
H 7.235 0.200 -15.669 0.09
H 7.365 -0.224 -17.325 -0.24
C 10.987 3.353 -11.509 -0.25
O 10.560 3.613 -12.836 0.08
C 9.473 4.351 -13.050 0.34
O 8.792 4.884 -11.924 -0.69
O 9.166 4.533 -14.311 0.17
C 8.117 5.406 -14.680 -0.33
H 11.178 4.243 -10.916 0.41
H 11.869 2.699 -11.576 -0.40
H 10.245 2.747 -11.048 0.35
H 7.178 4.834 -14.822 0.25
H 8.368 5.892 -15.638 -0.43
H 7.984 6.253 -14.055 0.51
C 15.606 0.546 -16.028 -0.45
O 14.452 0.515 -16.876 -0.25
C 13.703 -0.546 -16.742 0.80
O 13.878 -1.497 -15.707 -0.65
O 12.709 -0.573 -17.602 -0.26
C 11.773 -1.615 -17.616 -0.61
H 16.219 1.337 -16.306 0.30
H 16.151 -0.403 -16.027 0.38
H 15.231 0.765 -14.999 -0.03
H 11.065 -1.314 -18.393 0.18
H 11.271 -1.566 -16.599 0.28
H 12.272 -2.605 -17.771 0.35
C 3.936 2.470 -17.032 -0.43
O 4.354 3.335 -18.035 -0.37
C 5.595 3.814 -17.927 0.62
O 6.385 3.444 -16.787 -0.35
O 6.035 4.446 -19.002 -0.41
C 7.457 4.830 -19.013 0.18
H 3.951 2.945 -16.041 0.35
H 4.637 1.636 -16.984 -0.16
H 2.986 2.021 -17.213 0.40
H 8.139 3.987 -18.998 -0.21
H 7.691 5.334 -18.036 -0.10
H 7.646 5.480 -19.854 0.39
C 19.063 4.303 -10.587 -0.61
O 17.875 3.509 -10.512 -0.28
C 17.038 3.508 -11.530 0.63
O 17.283 4.263 -12.681 -0.63
O 15.886 2.811 -11.377 -0.19
C 14.864 2.994 -12.432 -0.19
H 19.828 4.057 -9.757 0.22
H 18.834 5.382 -10.459 0.28
H 19.601 4.172 -11.496 0.31
H 14.556 3.989 -12.599 0.36
H 13.840 2.609 -12.168 -0.47
H 15.096 2.641 -13.427 0.40
```

Properties
Net charge: 0
Structure (SMILES): C[C@H]1COC(=O)O1.C[C@H]1COC(=O)O1.C[C@H]1COC(=O)O1.C[C@H]1COC(=O)O1.C[C@H]1COC(=O)O1.C[C@H]1COC(=O)O1.COC(=O)OC.COC(=O)OC.COC(=O)OC.COC(=O)OC
Highest occupied orbital energy: -9.788 eV
Orbital gap: 9.7 eV



The structure with the most favorable energy is arrangement 1; the runner-up is 45.7 kcal/mol above it.



Arrangement 1

Molecular formula: CH4S2
Method: DFT, ωB97M-V/def2-TZVPD

```
7
Properties=species:S:1:pos:R:3:mulliken_charge:R:1
C 1.144 -0.178 1.123 -0.82
S -0.805 0.253 -1.090 -0.04
S -1.640 -0.568 -2.679 -0.17
H 1.140 0.044 2.140 0.30
H 1.261 0.789 0.445 0.20
H 0.863 -1.098 0.706 0.34
H -1.963 0.758 -0.645 0.19
```

Properties
Net charge: 0
Highest occupied orbital energy (spin up / spin down): -8.895 / -8.962 eV
Orbital gap (spin up / spin down): 7.1 / 8.7 eV



Arrangement 2

Molecular formula: CH4S2
Method: DFT, ωB97M-V/def2-TZVPD

```
7
Properties=species:S:1:pos:R:3:mulliken_charge:R:1
C -1.362 0.009 0.189 -0.47
S -1.628 1.292 -0.685 -0.14
H -1.847 -0.071 1.181 0.23
H -0.713 -0.832 -0.158 0.36
S 1.816 0.271 0.320 -0.25
H 2.849 -0.491 -0.211 0.15
H 0.886 -0.178 -0.636 0.12
```

Properties
Net charge: 0
Structure (SMILES): C=S.S
Highest occupied orbital energy: -8.985 eV
Orbital gap: 8.6 eV



The structure with the most favorable energy is arrangement 2; the runner-up is 40.1 kcal/mol above it.